Record 1
ORCA calculation (ωB97M-V/def2-TZVPD) on an isolated ion of composition C2H3O3S and charge -1 in a non-equilibrium geometry.

Results
Energy above the lowest of the compared OMol25 structures with the same formula, charge and spin ... 36.2 kcal/mol
Structure (SMILES) ... C=CS(=O)(=O)[O-]
Gap between HOMO and LUMO ... 8.95 eV
Total charge ... -1

Cartesian coordinates (Å):
C (1.3246, -0.5501, -0.1730)
C (0.1054, -0.5868, -0.4930)
S (-0.9440, 0.6427, 0.3988)
O (-0.5983, 0.5040, 1.7859)
O (-2.2845, 0.1960, 0.0530)
O (-0.6055, 1.9021, -0.2375)
H (2.0719, -1.3147, -0.4831)
H (1.5068, 0.3426, 0.4020)
H (-0.5765, -1.1356, -1.2532)

Mulliken atomic charge list, values in e, 6 entries: -0.532 -0.268 1.046 -0.632 -0.703 -0.650

---

Record 2
ORCA calculation (ωB97M-V/def2-TZVPD) on a 2-piece molecular cluster, C2H3O3S2 overall in a non-equilibrium geometry.

Results
Energy above the lowest of the compared OMol25 structures with the same formula, charge and spin ... 88.7 kcal/mol
Gap between HOMO and LUMO (spin up / spin down) ... 6.49 / 6.19 eV
Total charge ... -1

Cartesian coordinates (Å):
C (0.0701, 0.4119, 0.1105)
C (1.2698, 1.2029, -0.1377)
O (-1.2108, -3.8337, 2.4313)
O (-1.4164, -3.1347, 0.0690)
O (1.1049, 2.3960, -0.1668)
S (-0.9661, -0.9738, 2.1604)
S (-1.8248, -2.9335, 1.4686)
H (-0.7769, 1.1311, 0.1067)
H (-0.1285, -0.6406, -0.4363)
H (2.2835, 0.7445, -0.1533)

Mulliken atomic charge list, values in e, 6 entries: -0.771 0.178 -0.499 -0.546 -0.502 -0.326

---

Record 3
ORCA calculation (ωB97M-V/def2-TZVPD) on a 2-piece molecular cluster, C2H3O4 overall in a non-equilibrium geometry.

Results
Energy above the lowest of the compared OMol25 structures with the same formula, charge and spin ... 35.3 kcal/mol
Gap between HOMO and LUMO ... 7.22 eV
Total charge ... -1

Cartesian coordinates (Å):
O (0.2011, -0.8531, 1.4791)
C (0.9652, 0.1192, 1.5536)
O (2.0862, 0.1674, 2.0947)
O (0.6908, 1.1734, 0.7160)
H (-0.1954, 1.0447, 0.2711)
O (-1.3128, 0.6178, -1.0609)
C (-0.9119, -0.4229, -1.5432)
H (-0.4217, -1.1911, -0.9056)
H (-1.1015, -0.6554, -2.6048)

Mulliken atomic charge list, values in e, 6 entries: -0.746 0.658 -0.746 -0.529 0.419 -0.483

---

Record 4
ORCA calculation (ωB97M-V/def2-TZVPD) on a 2-piece molecular cluster, C2H3O4P overall in a non-equilibrium geometry.

Results
Energy above the lowest of the compared OMol25 structures with the same formula, charge and spin ... 12.8 kcal/mol
Gap between HOMO and LUMO ... 6.55 eV
Total charge ... -2

Cartesian coordinates (Å):
C (-0.9992, 0.5766, -1.2735)
C (0.0344, 0.4930, -0.3550)
O (-2.0797, -0.5730, -1.0693)
O (1.1918, -1.2951, 3.3380)
O (-1.1183, 1.1547, -2.3783)
O (1.7682, 1.1728, 3.4922)
P (0.6995, 0.1059, 3.1987)
H (-0.1073, -0.0686, 0.4797)
H (0.6601, 1.4583, -0.1909)
H (-2.1091, -0.6814, -0.1502)

Mulliken atomic charge list, values in e, 6 entries: 0.443 -0.477 -0.596 -0.489 -0.750 -0.551

---

Record 5
ORCA calculation (ωB97M-V/def2-TZVPD) on one molecule with the formula C2H4 in a non-equilibrium geometry.

Results
Energy above the lowest of the compared OMol25 structures with the same formula, charge and spin ... 27.5 kcal/mol
Structure (SMILES) ... C=C
Gap between HOMO and LUMO ... 11.51 eV

Cartesian coordinates (Å):
C (-0.2905, 0.5823, -0.1739)
C (0.4500, -0.4925, 0.1649)
H (-1.1967, 0.2398, -0.6858)
H (-0.0435, 1.5200, -0.1321)
H (-0.2033, -1.5271, 0.2092)
H (1.2841, -0.3225, 0.6176)

Partial atomic charges computed with the Mulliken method, in multiples of e: -0.536 -0.515 0.180 0.339 0.165 0.367

---

Record 6
ORCA calculation (ωB97M-V/def2-TZVPD) on a 19-piece molecular cluster, C2H40O20 overall in a non-equilibrium geometry.

Results
Energy above the lowest of the compared OMol25 structures with the same formula, charge and spin ... 24.1 kcal/mol
Gap between HOMO and LUMO ... 8.29 eV
Total charge ... -2

Cartesian coordinates (Å):
O (-1.2219, -7.8782, -9.1536)
C (-0.2642, -7.1715, -9.9524)
C (-0.8107, -6.8520, -11.2710)
O (0.0268, -6.1380, -12.1313)
H (0.6315, -7.7886, -10.1820)
H (0.0348, -6.2800, -9.4063)
H (-1.7460, -6.2968, -11.0692)
H (-1.3170, -7.7139, -11.7743)
O (-3.7149, -8.0553, -10.6601)
H (-2.8609, -7.9926, -10.1691)
H (-3.6382, -7.4315, -11.3833)
O (2.4926, -6.0613, -11.8828)
H (2.9405, -6.7800, -11.3783)
H (1.4988, -6.1625, -11.9650)
O (0.8609, -4.8954, -14.3040)
H (0.0444, -4.7003, -14.7430)
H (0.6199, -5.2816, -13.4387)
O (-2.5187, -5.7934, -8.1087)
H (-2.0896, -6.5384, -8.5677)
H (-3.0673, -5.2829, -8.7506)
O (-1.8531, -3.2737, -8.6730)
H (-1.6686, -4.0992, -8.2830)
H (-2.8206, -3.1461, -8.7762)
O (3.4876, -8.0827, -10.4981)
H (3.2867, -7.6206, -9.6919)
H (2.8199, -8.7256, -10.7513)
O (-2.6495, -9.0480, -13.6250)
H (-1.9126, -8.4406, -13.6665)
H (-2.7826, -9.3334, -12.7208)
O (0.6910, -8.4694, -13.3777)
H (0.3441, -7.6666, -12.9442)
H (0.5242, -8.3085, -14.3070)
O (1.6812, -4.5453, -9.8537)
H (1.8585, -5.1978, -10.5588)
H (0.7689, -4.6996, -9.7085)
O (-1.1721, -3.8481, -11.3102)
H (-1.5992, -3.9952, -10.4376)
H (-1.0389, -4.7616, -11.6214)
O (-0.4296, -10.2088, -10.2353)
H (-0.6559, -9.2509, -9.9921)
H (0.4367, -10.1448, -10.7273)
O (-1.6963, -6.1032, -14.1277)
H (-2.5467, -6.0459, -13.7814)
H (-1.1524, -6.2132, -13.3549)
O (-0.6886, -7.6631, -6.6566)
H (-0.8114, -7.7007, -7.6291)
H (-0.6392, -8.5713, -6.3400)
O (-3.7301, -4.5906, -10.4248)
H (-3.9578, -5.0011, -11.2505)
H (-3.4900, -3.7325, -10.7654)
O (1.3683, -9.3400, -8.1308)
H (0.7104, -9.2955, -8.8428)
H (0.9964, -8.6811, -7.5953)
O (-3.3105, -9.0525, -7.8064)
H (-3.7933, -8.3656, -7.3175)
H (-2.7031, -8.6155, -8.4146)
O (-0.2849, -4.9769, -6.4822)
H (-0.4479, -5.9742, -6.4970)
H (0.5109, -4.8353, -5.9758)
O (2.5539, -6.7602, -8.2378)
H (2.6137, -7.5424, -7.7721)
H (1.6752, -6.5006, -8.5827)

Mulliken atomic charge list, values in e, 6 entries: -0.091 1.772 0.174 -0.324 -0.532 -0.758

---

Record 7
ORCA calculation (ωB97M-V/def2-TZVPD) on a 21-piece molecular cluster, C2H49NO20P overall in a non-equilibrium geometry.

Results
Gap between HOMO and LUMO ... 8.82 eV
Total charge ... +1

Cartesian coordinates (Å):
C (-2.0691, -0.9296, -1.4352)
C (-0.8146, -0.9423, -2.3155)
N (-0.8726, 0.0574, -3.4481)
P (0.5789, -0.1113, -4.3302)
H (-1.7671, -1.1710, -0.4173)
H (-2.7142, -1.7490, -1.7489)
H (-2.6113, 0.0118, -1.4570)
H (-0.7269, -1.9209, -2.7850)
H (0.0930, -0.7336, -1.7355)
H (-0.8566, 1.0095, -3.0836)
H (0.3665, 0.0186, -5.7092)
H (1.0100, -1.4340, -4.1264)
H (1.5567, 0.7647, -3.8440)
O (1.1770, -0.2878, 0.3249)
H (0.8324, 0.3493, 0.9729)
H (1.7342, -0.8837, 0.8442)
O (0.3555, 2.3837, 0.8028)
H (0.8997, 2.4995, 0.0154)
H (0.8231, 2.8930, 1.4718)
O (1.1547, 1.6305, 3.3664)
H (1.6278, 1.1468, 4.0538)
H (0.2521, 1.6909, 3.7033)
O (3.0605, 2.7241, -0.8075)
H (4.0194, 2.6527, -0.7385)
H (2.8664, 2.3936, -1.6904)
O (4.1627, -0.8573, 1.2411)
H (3.8699, -0.0913, 0.7354)
H (4.9700, -1.1419, 0.8015)
O (2.1253, 5.5674, -0.7065)
H (2.3658, 4.6866, -1.0186)
H (2.6166, 5.6720, 0.1131)
O (0.2759, 4.0249, 4.9115)
H (-0.0243, 4.8048, 4.4322)
H (1.0816, 3.7563, 4.4542)
O (3.8489, -1.8468, -4.7419)
H (3.5817, -2.5657, -4.1507)
H (3.0577, -1.6597, -5.2476)
O (-2.0971, 1.8934, 5.7474)
H (-1.6575, 2.6474, 5.3391)
H (-2.4506, 2.2586, 6.5685)
O (-1.7152, -4.1277, -2.6009)
H (-2.0384, -4.8212, -2.0140)
H (-2.4795, -3.9198, -3.1559)
O (2.5460, -4.3261, -4.6002)
H (2.7746, -4.9321, -5.3129)
H (1.6732, -4.6167, -4.3126)
O (-1.1512, 2.2157, -6.1359)
H (-1.1464, 1.4587, -5.5462)
H (-1.8617, 2.0361, -6.7620)
O (-0.0927, 1.0685, 8.0171)
H (-0.3918, 0.3523, 8.5857)
H (-0.8619, 1.3078, 7.4859)
O (0.2888, -3.3512, -0.0740)
H (-0.1655, -3.7362, -0.8340)
H (0.0708, -2.4115, -0.1075)
O (2.5582, 0.8586, 10.0774)
H (2.2821, 0.1494, 10.6647)
H (1.7689, 1.0699, 9.5655)
O (-4.6372, -3.1912, -3.4432)
H (-5.5786, -3.4212, -3.4287)
H (-4.6366, -2.2420, -3.5943)
O (-2.0960, 4.7613, 7.2927)
H (-2.3984, 5.5484, 6.8295)
H (-1.2721, 4.5258, 6.8480)
O (2.6628, 1.5508, -5.7376)
H (2.2968, 2.3094, -6.2093)
H (3.4424, 1.3053, -6.2495)
O (-1.7049, -5.2267, 1.5002)
H (-1.2561, -4.5009, 1.0527)
H (-2.0295, -4.8435, 2.3201)
O (-6.9137, -3.3693, -1.8833)
H (-7.2832, -2.7469, -1.2496)
H (-6.3558, -3.9456, -1.3500)

Mulliken atomic charge list, values in e, 6 entries: -0.936 -0.530 -0.290 0.412 0.280 0.174

---

Record 8
ORCA calculation (ωB97M-V/def2-TZVPD) on C2H4AgO4S as an isolated structure in a non-equilibrium geometry.

Results
Multiplicity ... 2
Gap between HOMO and LUMO (spin up / spin down) ... 8.77 / 5.55 eV

Cartesian coordinates (Å):
Ag (-0.4294, 0.8178, -0.8110)
S (1.6409, -0.1142, 0.5459)
O (2.9984, -0.0311, -0.1027)
O (0.9777, 1.3363, 0.4775)
O (0.6456, -0.8214, -0.4945)
O (-2.2962, 0.5268, -0.1286)
C (-2.7338, 0.0856, 1.1960)
C (-3.0199, 1.4381, 0.7245)
H (-1.9413, -0.1821, 1.8953)
H (-3.5585, -0.6279, 1.2011)
H (-2.4364, 2.2764, 1.1115)
H (-4.0141, 1.6683, 0.3403)

Mulliken atomic charge list, values in e, 6 entries: 0.806 1.014 -0.436 -0.662 -0.656 -0.527

---

Record 9
ORCA calculation (ωB97M-V/def2-TZVPD) on C2H4AsMnNO2S4 as an isolated structure in a non-equilibrium geometry.

Results
Multiplicity ... 5
Energy above the lowest of the compared OMol25 structures with the same formula, charge and spin ... 0.0 kcal/mol
Gap between HOMO and LUMO (spin up / spin down) ... 5.78 / 6.89 eV
Total charge ... -1

Cartesian coordinates (Å):
Mn (0.5168, -0.0158, 0.3849)
N (-0.9330, -0.5422, -1.1941)
C (-1.9088, 0.5574, -1.2554)
C (-1.2698, 1.8714, -0.8211)
O (-1.8211, 2.9198, -1.0723)
O (-0.1801, 1.7306, -0.1054)
H (-0.3507, -0.5470, -2.0244)
H (-1.3672, -1.4537, -1.1326)
H (-2.7078, 0.3414, -0.5443)
H (-2.3600, 0.6799, -2.2388)
S (4.0312, -2.7060, 2.0981)
As (2.6576, -1.1522, 2.1951)
S (2.7343, 0.1743, 0.3505)
S (0.5935, -1.9085, 1.4978)
S (2.3649, 0.0505, 3.8622)

Mulliken atomic charge list, values in e, 6 entries: 0.494 -0.462 -0.250 0.623 -0.638 -0.641

---

Record 10
ORCA calculation (ωB97M-V/def2-TZVPD) on one molecule with the formula C2H4BIO3S in a non-equilibrium geometry.

Results
Energy above the lowest of the compared OMol25 structures with the same formula, charge and spin ... 0.0 kcal/mol
Gap between HOMO and LUMO ... 7.09 eV

Cartesian coordinates (Å):
C (-0.8043, -1.4787, -0.9800)
B (0.1378, -0.2161, -0.5205)
O (0.3872, 0.8667, -1.4652)
S (0.9230, -0.0206, 1.1777)
I (3.2154, 0.6403, 0.8106)
C (-0.0733, 1.3410, 2.0197)
O (-1.0038, 0.9455, 2.7948)
O (0.2285, 2.6535, 1.7314)
H (-1.7930, -1.0062, -1.3693)
H (-1.0950, -2.0878, -0.0519)
H (-0.3098, -2.1278, -1.7849)
H (0.1874, 0.4901, -2.3624)

Mulliken atomic charge list, values in e, 6 entries: -0.845 0.508 -0.469 -0.160 0.178 0.688

---

Record 11
ORCA calculation (ωB97M-V/def2-TZVPD) on a 2-piece molecular cluster, C2H4BNO3 overall in a non-equilibrium geometry.

Results
Energy above the lowest of the compared OMol25 structures with the same formula, charge and spin ... 0.0 kcal/mol
Structure (SMILES) ... N#CCO.O=BO
Gap between HOMO and LUMO ... 10.93 eV

Cartesian coordinates (Å):
N (-0.6125, -1.0863, 3.0953)
C (0.0162, -0.6118, 2.2970)
C (0.6408, 0.0790, 1.2062)
O (1.4409, -0.8658, 0.4324)
H (-0.0608, 0.5729, 0.5250)
H (1.3645, 0.8174, 1.4147)
H (1.6156, -1.7083, 0.9316)
O (-1.4383, 2.1021, -0.4503)
B (-0.7850, 1.7628, -1.3827)
O (-0.1796, 1.4566, -2.5379)
H (0.6722, 1.8633, -2.6440)

Mulliken atomic charge list, values in e, 6 entries: -0.306 0.151 0.396 -0.550 -0.208 0.233

---

Record 12
ORCA calculation (ωB97M-V/def2-TZVPD) on C2H4BiLiO2 as an isolated structure in a non-equilibrium geometry.

Results
Energy above the lowest of the compared OMol25 structures with the same formula, charge and spin ... 0.0 kcal/mol
Gap between HOMO and LUMO (spin up / spin down) ... 5.35 / 5.32 eV

Cartesian coordinates (Å):
O (-1.1570, 0.3540, 2.4769)
H (-0.9064, 0.8863, 3.2308)
C (0.4747, 0.6566, 0.0502)
C (-0.0211, -0.4573, -0.5755)
O (-0.1395, -1.6402, 0.0481)
H (1.0414, 0.5213, 0.9807)
H (0.5156, 1.5964, -0.5039)
H (0.1498, -0.5388, -1.6619)
Bi (-0.4309, -3.5419, -0.6282)
Li (-0.7855, -1.2557, 1.7882)

Mulliken atomic charge list, values in e, 6 entries: -1.001 0.154 -0.552 0.179 -0.679 0.164

---

no.,electronic energy (a.u.)
1,-701.93718
2,-1100.05402
3,-379.01781
4,-720.34106
5,-78.52258
6,-1605.02856
7,-2006.19602
8,-924.51557
9,-5263.56975
10,-1025.04109
11,-383.97611
12,-451.13376